The following is a quantum chemistry calculation of a gas-phase ion, C4H12N3 (charge +1) at a distorted geometry, from the OMol25 dataset.

Element x y z (Å)
C: 2.65062 0.05126 0.08941
C: 1.27725 0.13781 -0.72829
N: 0.15463 0.10297 0.22197
N: -0.28874 1.36081 0.91432
C: -1.64180 0.78134 0.87435
N: -1.32992 0.05931 -0.40616
C: -1.77721 -1.29875 -0.64405
H: 2.32163 0.08494 1.18671
H: 3.16427 -0.97058 -0.15092
H: 3.31312 0.90267 -0.07510
H: 1.23057 -0.69929 -1.33195
H: 1.10340 0.96772 -1.39456
H: 0.32434 -0.58796 1.00910
H: -0.25623 2.14142 0.26922
H: -1.95611 0.05582 1.68208
H: -2.60010 1.45009 0.86855
H: -1.51549 -1.83375 0.21539
H: -2.87963 -1.13184 -0.92885
H: -1.29458 -1.57399 -1.67122

Properties
**Total charge**: +1
**Kohn-Sham gap**: 11.97 eV

Mulliken population analysis, charges in e, atoms 1 to 4:
1 C -0.885
2 C -0.392
3 N 0.031
4 N -0.419

---

The following is a quantum chemistry calculation of a molecular structure, C18H16Cl5CoN2O8S at a distorted geometry, from the OMol25 dataset.

Element x y z (Å)
Co: 0.16887 0.15979 0.29880
Cl: -2.16786 -5.53666 4.01893
C: -1.91631 -3.96636 3.34490
C: -0.75098 -3.67709 2.64112
Cl: 0.47137 -4.88008 2.45859
C: -0.56369 -2.42475 2.09196
Cl: 0.84855 -2.03302 1.17390
C: -1.50307 -1.36635 2.21686
O: -1.30115 -0.21436 1.73142
C: -2.68210 -1.70618 2.93986
Cl: -3.87140 -0.46981 3.10854
C: -2.88355 -2.96490 3.47997
Cl: -4.33927 -3.31127 4.33413
O: -1.54283 5.74893 1.72863
C: -1.01911 4.73705 1.33203
C: -1.39267 3.96560 0.08228
O: -2.18476 4.32023 -0.77205
C: -0.59832 2.74129 0.13913
C: 0.17385 2.71102 1.31643
O: 0.84051 1.65705 1.59955
C: 0.11147 3.99084 2.00753
O: 0.83051 4.40948 2.89895
O: -0.55179 1.76021 -0.68938
C: 0.92676 0.24774 -2.79349
O: 0.57038 -0.74482 -1.83260
C: -0.43035 -1.64425 -2.30289
C: -1.83546 -1.08215 -2.26279
O: -2.15660 -0.92043 -0.91140
C: -3.35350 -0.18209 -0.70865
H: 1.14381 -0.23293 -3.75285
H: 1.82068 0.73820 -2.42089
H: 0.14119 0.99461 -2.91416
H: -0.39388 -2.50976 -1.63866
H: -0.17637 -1.95800 -3.32097
H: -2.52622 -1.79316 -2.73834
H: -1.90031 -0.12736 -2.79918
H: -4.20556 -0.71417 -1.14817
H: -3.27153 0.81660 -1.14408
H: -3.48371 -0.09278 0.36611
S: 3.15233 -0.07018 -0.19649
C: 3.94258 0.93289 0.87789
N: 5.27213 1.22239 0.81770
C: 5.69387 2.03566 1.95295
C: 4.34514 2.50598 2.52547
N: 3.39976 1.59245 1.90071
H: 5.89394 0.57915 0.36329
H: 6.31059 2.87072 1.62121
H: 6.26056 1.44858 2.68165
H: 4.12483 3.53995 2.24978
H: 4.29825 2.42737 3.61078
H: 2.38343 1.77965 1.90062

Properties
**⟨S²⟩**: 0.76
**Total charge**: -1
**Spin multiplicity**: 2
**Kohn-Sham gap (spin up / spin down)**: 6.70 / 6.92 eV

Mulliken population analysis, charges in e, atoms 1 to 4:
1 Co 1.292
2 Cl -0.227
3 C 0.458
4 C -0.245

---

The following is a quantum chemistry calculation of a molecular structure, C33H34Br3IrN5O, from the OMol25 dataset.

Element x y z (Å)
Ir: -0.08889 -0.22835 -0.55528
C: -0.39712 -4.32128 0.74016
C: 0.61460 -5.00534 0.06127
C: 1.47831 -4.28848 -0.72359
C: 1.34494 -2.89425 -0.84849
N: 0.30343 -2.25870 -0.26809
C: -0.51273 -2.97241 0.54897
N: 2.35367 -2.27190 -1.53588
C: 2.57007 -1.00605 -1.53241
N: 1.80774 0.02807 -1.02225
C: 2.32127 1.24116 -1.45356
N: 1.80208 2.40884 -1.41117
C: 0.53061 2.71705 -0.98849
C: 0.26053 4.09283 -0.89817
C: -0.98142 4.54314 -0.53781
C: -1.98148 3.60455 -0.27953
C: -1.67179 2.27712 -0.38779
N: -0.44217 1.81524 -0.72829
C: 3.61898 0.96745 -2.09133
C: 4.56225 1.82323 -2.62366
C: 5.67055 1.23638 -3.22675
C: 5.81278 -0.14924 -3.29467
C: 4.85219 -1.00270 -2.76135
C: 3.75860 -0.41000 -2.16150
H: -1.08100 -4.82738 1.40568
H: 0.73506 -6.07401 0.17699
H: 2.31271 -4.74590 -1.23404
H: -1.28368 -2.41095 1.05559
H: 1.07322 4.76419 -1.13118
H: -1.18309 5.60323 -0.46723
H: -2.98452 3.89834 -0.00780
H: -2.42156 1.52875 -0.19936
H: 4.44188 2.89634 -2.57340
H: 6.43935 1.86588 -3.65389
H: 6.68983 -0.56612 -3.77090
H: 4.95445 -2.07791 -2.80982
C: -3.22591 -5.88371 -3.29123
C: -3.35611 -4.81269 -4.39083
C: -4.83236 -4.39988 -4.54216
C: -2.86648 -5.39632 -5.71512
C: -2.55649 -3.60176 -3.96072
C: -2.91518 -2.94839 -2.74248
C: -2.17148 -1.90601 -2.32324
Br: -2.64104 -0.95378 -0.73895
C: -1.02461 -1.41739 -3.05235
O: -0.27675 -0.51047 -2.54744
C: -0.73899 -1.98334 -4.34830
C: -1.49698 -3.08479 -4.70911
C: 0.35974 -1.50073 -5.29241
C: 1.44779 -2.58856 -5.34768
C: 1.02097 -0.17573 -4.89979
C: -0.26554 -1.31511 -6.68921
H: -3.80435 -6.76107 -3.58083
H: -3.61103 -5.54052 -2.32997
H: -2.18702 -6.19121 -3.16079
H: -5.40611 -5.26245 -4.88093
H: -4.94890 -3.60685 -5.28178
H: -5.27282 -4.06560 -3.60234
H: -3.47428 -6.26555 -5.96299
H: -1.82852 -5.72941 -5.65979
H: -2.96692 -4.68593 -6.53744
H: -3.77174 -3.28592 -2.17600
H: -1.25613 -3.57594 -5.63881
H: 1.90179 -2.74319 -4.36582
H: 2.23014 -2.27274 -6.03852
H: 1.05481 -3.54218 -5.70108
H: 1.59290 -0.25588 -3.97818
H: 0.29996 0.63603 -4.79898
H: 1.71666 0.09575 -5.69402
H: -0.62985 -2.24928 -7.11460
H: 0.49655 -0.92580 -7.36372
H: -1.08994 -0.60098 -6.66513
Br: -2.43582 -0.36910 2.70493
C: -0.63032 -0.11486 3.23022
Br: 0.68083 0.15459 1.78028
H: -0.27920 -0.98638 3.76790
H: -0.55413 0.79712 3.80973

Properties
**⟨S²⟩**: 0.77
**Total charge**: +2
**Spin multiplicity**: 2
**Kohn-Sham gap (spin up / spin down)**: 7.63 / 5.36 eV

Mulliken population analysis, charges in e, atoms 1 to 4:
1 Ir 2.042
2 C -1.156
3 C -0.421
4 C -0.805

---

Please write out number 1 again, unchanged.
The following is a quantum chemistry calculation of a gas-phase ion, C4H12N3 (charge +1) at a distorted geometry, from the OMol25 dataset.

Element x y z (Å)
C: 2.65062 0.05126 0.08941
C: 1.27725 0.13781 -0.72829
N: 0.15463 0.10297 0.22197
N: -0.28874 1.36081 0.91432
C: -1.64180 0.78134 0.87435
N: -1.32992 0.05931 -0.40616
C: -1.77721 -1.29875 -0.64405
H: 2.32163 0.08494 1.18671
H: 3.16427 -0.97058 -0.15092
H: 3.31312 0.90267 -0.07510
H: 1.23057 -0.69929 -1.33195
H: 1.10340 0.96772 -1.39456
H: 0.32434 -0.58796 1.00910
H: -0.25623 2.14142 0.26922
H: -1.95611 0.05582 1.68208
H: -2.60010 1.45009 0.86855
H: -1.51549 -1.83375 0.21539
H: -2.87963 -1.13184 -0.92885
H: -1.29458 -1.57399 -1.67122

Properties
**Total charge**: +1
**Kohn-Sham gap**: 11.97 eV

Mulliken population analysis, charges in e, atoms 1 to 4:
1 C -0.885
2 C -0.392
3 N 0.031
4 N -0.419

---

Among the records above, which one has the highest total charge?
C33H34Br3IrN5O

---

Look up the total charge of the third one.
+2